ORCA calculation (ωB97M-V/def2-TZVPD) on C43H57AsBaN8O4S3Sb2 as an isolated structure in a non-equilibrium geometry.

Summary:
2S+1 ... 2
LUMO (alpha / beta) ... 1.95 / 1.80 eV
Frontier orbital gap (alpha / beta) ... 5.621 / 6.255 eV
Charge ... -1
HOMO energy (alpha / beta) ... -3.667 / -4.456 eV

Element x y z (Å)
Ba (0.47446, 0.15323, -1.20907)
S (-3.42867, 3.06350, -4.34073)
Sb (-1.82758, 1.69789, -3.49538)
S (-2.54229, 0.15236, -1.87874)
S (-0.05975, 2.86109, -2.42449)
C (-0.18546, -0.31562, 2.37580)
N (-0.30706, -1.71995, 2.67674)
C (0.40856, -2.12656, 3.87547)
C (-0.71213, -2.60219, 1.71035)
N (-0.69311, -2.24807, 0.46342)
C (-1.52575, -2.94788, -0.45324)
C (-2.84472, -3.27764, -0.12986)
C (-3.67963, -3.94410, -1.00902)
C (-3.20349, -4.27577, -2.27461)
C (-1.92033, -3.89389, -2.63070)
C (-1.07430, -3.21697, -1.74938)
N (0.14955, -2.66458, -2.23922)
C (0.95986, -3.37473, -2.93970)
N (1.70157, -2.76844, -3.94868)
C (3.15850, -2.89752, -3.89787)
C (1.23352, -1.46539, -4.40987)
N (1.17301, -4.72215, -2.80058)
C (1.39618, -5.60526, -3.92812)
C (0.92355, -5.34446, -1.51888)
N (-1.09623, -3.83030, 2.24246)
C (-0.91415, -5.07632, 1.52928)
C (-2.11309, -3.85812, 3.27734)
H (-0.59152, 0.28324, 3.19204)
H (-0.75141, -0.07655, 1.48470)
H (0.86381, -0.03195, 2.23878)
H (-0.00376, -1.61751, 4.75072)
H (1.46620, -1.85858, 3.78595)
H (0.33031, -3.19877, 4.02059)
H (-3.21323, -2.97738, 0.84595)
H (-4.70037, -4.16906, -0.72322)
H (-3.84049, -4.77411, -2.99572)
H (-1.56210, -4.06818, -3.64149)
H (3.44644, -3.92313, -3.67177)
H (3.59058, -2.23793, -3.13930)
H (3.57592, -2.62633, -4.86876)
H (0.14869, -1.41182, -4.38061)
H (1.56908, -1.29888, -5.43347)
H (1.64200, -0.63950, -3.81526)
H (1.48994, -5.02327, -4.84161)
H (0.55770, -6.30201, -4.04173)
H (2.30886, -6.19537, -3.79217)
H (1.04882, -4.59667, -0.73933)
H (1.65892, -6.13749, -1.35813)
H (-0.08277, -5.76714, -1.43456)
H (-0.00677, -5.03551, 0.93730)
H (-1.75087, -5.33708, 0.87546)
H (-0.79201, -5.87529, 2.26741)
H (-2.27131, -2.85515, 3.67004)
H (-1.82409, -4.51295, 4.10647)
H (-3.06658, -4.22351, 2.87307)
C (2.14656, 4.33446, 0.13130)
C (2.56675, 3.01770, 0.69311)
N (2.28825, 1.81630, 0.21149)
C (2.88818, 0.90277, 1.07745)
C (3.51889, 1.57269, 2.08383)
N (3.31767, 2.89355, 1.80948)
C (4.28092, 1.23099, 3.32169)
O (4.40948, -0.03887, 3.62346)
O (4.71375, 2.13671, 4.00137)
C (2.79235, -0.58053, 0.81975)
O (3.21413, -1.35775, 1.70116)
O (2.25564, -0.90041, -0.28319)
H (1.32384, 4.18413, -0.56741)
H (2.97156, 4.81315, -0.40503)
H (1.81426, 5.00025, 0.93212)
H (3.67062, 3.63147, 2.39950)
H (3.94979, -0.61652, 2.93348)
C (5.26473, 0.25736, -4.06154)
Sb (3.89006, 0.99069, -2.59084)
C (3.46650, 2.74779, -3.74788)
C (5.40640, 1.92891, -1.40000)
H (5.94578, 1.06522, -4.34705)
H (4.71082, -0.07677, -4.94437)
H (5.84066, -0.58608, -3.66853)
H (4.38120, 3.33975, -3.86680)
H (2.66870, 3.32854, -3.27991)
H (3.10377, 2.44092, -4.73290)
H (6.09823, 2.44038, -2.07396)
H (5.95055, 1.19038, -0.80449)
H (4.95458, 2.65654, -0.71730)
C (-4.98128, 5.17256, -1.44409)
C (-5.44878, 4.07528, -0.73012)
C (-4.55406, 3.23756, -0.07161)
C (-3.18784, 3.49926, -0.12321)
C (-2.72074, 4.58527, -0.85963)
C (-3.61650, 5.42299, -1.51053)
As (-1.87723, 2.33350, 0.73056)
C (-3.05496, 1.37354, 2.00246)
C (-3.43995, 1.88328, 3.24158)
C (-4.22186, 1.12415, 4.10968)
C (-4.63793, -0.15245, 3.74369)
C (-4.26568, -0.66580, 2.50606)
C (-3.47409, 0.08838, 1.64271)
C (-1.11102, 3.61555, 2.04114)
C (-1.64515, 4.86515, 2.36104)
C (-1.02971, 5.67874, 3.31099)
C (0.11604, 5.24844, 3.97211)
C (0.65543, 4.00321, 3.66930)
C (0.05251, 3.20569, 2.69843)
H (-5.67746, 5.81356, -1.97232)
H (-6.50981, 3.85637, -0.69800)
H (-4.92838, 2.37665, 0.46583)
H (-1.65822, 4.75695, -0.96121)
H (-3.23935, 6.24843, -2.10200)
H (-3.12454, 2.87458, 3.54572)
H (-4.50775, 1.53508, 5.07126)
H (-5.25286, -0.74077, 4.41668)
H (-4.59509, -1.65463, 2.20303)
H (-3.19066, -0.32352, 0.68059)
H (-2.54203, 5.21003, 1.86224)
H (-1.45592, 6.64850, 3.54152)
H (0.58491, 5.87791, 4.72022)
H (1.54315, 3.65120, 4.18397)
H (0.50123, 2.24742, 2.45987)

=====

ORCA calculation (ωB97M-V/def2-TZVPD) on C43H57N8O8P2SSn as an isolated structure.

Summary:
2S+1 ... 1
LUMO ... -1.78 eV
Frontier orbital gap ... 8.429 eV
Charge ... +1
HOMO energy ... -10.205 eV

Element x y z (Å)
Sn (-0.16296, -0.48636, 0.15900)
C (2.93232, -0.15391, 4.83241)
C (3.55746, 0.70917, 3.75912)
C (4.86897, 1.33418, 4.17590)
O (2.65749, 1.82428, 3.44475)
P (1.39726, 1.67627, 2.50764)
O (1.25962, 0.30202, 1.95867)
C (0.00558, 2.23503, 3.50228)
P (-1.57900, 1.50745, 2.99315)
O (-1.61359, 1.21593, 1.54708)
O (-1.73494, 0.21041, 3.85151)
C (-1.97402, 0.19857, 5.29088)
C (-3.34896, -0.38811, 5.51818)
C (-0.86693, -0.60823, 5.93286)
O (-2.71232, 2.43806, 3.56891)
C (-3.04150, 3.81444, 3.20924)
C (-2.58274, 4.17887, 1.81200)
C (-2.51304, 4.74170, 4.28382)
O (1.47274, 2.82303, 1.43756)
C (2.60288, 3.17685, 0.57982)
C (3.41906, 1.96899, 0.16571)
C (3.42223, 4.24995, 1.26507)
H (3.62075, -0.95487, 5.10409)
H (2.00864, -0.60835, 4.47446)
H (2.72958, 0.43905, 5.72613)
H (3.68244, 0.12434, 2.84638)
H (4.73164, 1.94864, 5.06599)
H (5.27871, 1.95784, 3.38191)
H (5.59187, 0.55122, 4.40467)
H (-0.01328, 3.32176, 3.42020)
H (0.18165, 1.97587, 4.54828)
H (-1.95058, 1.23127, 5.65186)
H (-3.38066, -1.41283, 5.14589)
H (-4.10732, 0.20084, 5.00389)
H (-3.57744, -0.39837, 6.58464)
H (-0.90144, -1.64018, 5.58517)
H (-0.98121, -0.59916, 7.01734)
H (0.11197, -0.19515, 5.68505)
H (-4.13138, 3.81743, 3.23973)
H (-1.49356, 4.17962, 1.72610)
H (-2.93743, 5.18367, 1.58088)
H (-2.97846, 3.48455, 1.07346)
H (-1.42330, 4.78475, 4.27884)
H (-2.84511, 4.41646, 5.26883)
H (-2.88724, 5.75110, 4.11198)
H (2.10853, 3.59579, -0.29655)
H (3.98033, 1.56257, 1.00859)
H (4.14129, 2.27078, -0.59440)
H (2.78670, 1.18330, -0.24602)
H (3.88170, 3.86721, 2.17560)
H (2.79854, 5.10525, 1.52219)
H (4.21143, 4.59019, 0.59353)
C (-4.53292, -0.80667, -4.03581)
N (-3.66987, -1.21234, -2.94365)
C (-3.20737, -0.48652, -1.92027)
N (-2.36507, -1.20752, -1.20462)
C (-2.34004, -2.39554, -1.86390)
N (-3.11145, -2.43924, -2.92450)
C (-3.77237, -0.25252, -5.22063)
C (-4.46633, 0.49387, -6.16746)
C (-3.80412, 1.04636, -7.25327)
C (-2.43888, 0.86823, -7.39929)
C (-1.74550, 0.11161, -6.45980)
C (-2.41053, -0.45481, -5.37670)
C (-0.29791, -0.02818, -6.59485)
N (0.49076, 0.64815, -7.35617)
N (1.77499, 0.19911, -7.08586)
C (1.66097, -0.70637, -6.17628)
O (0.37127, -0.91375, -5.81698)
C (2.73323, -1.45511, -5.53020)
C (4.05258, -1.14114, -5.85284)
C (5.08620, -1.80201, -5.21765)
C (4.80786, -2.75642, -4.24685)
C (3.49462, -3.07387, -3.92568)
C (3.21788, -4.10417, -2.86322)
N (2.36722, -3.58694, -1.78944)
C (2.04891, -2.33390, -1.47417)
N (1.25666, -2.34566, -0.40645)
C (1.12490, -3.66832, -0.11165)
N (1.78596, -4.44980, -0.92526)
C (2.45565, -2.43160, -4.58734)
H (-5.21389, -0.04759, -3.64963)
H (-5.12565, -1.67752, -4.31380)
H (-3.51184, 0.52750, -1.71627)
H (-1.75896, -3.24258, -1.53619)
H (-5.53193, 0.65405, -6.05017)
H (-4.35360, 1.62601, -7.98245)
H (-1.90207, 1.30331, -8.23076)
H (-1.85310, -1.04112, -4.65801)
H (4.24665, -0.37974, -6.59567)
H (6.11228, -1.56662, -5.46531)
H (5.62053, -3.25615, -3.73380)
H (4.15304, -4.44215, -2.41767)
H (2.70513, -4.97896, -3.26279)
H (2.33586, -1.45315, -2.03114)
H (0.52314, -4.02690, 0.70687)
H (1.42477, -2.65791, -4.34249)
C (-0.97828, -1.88539, 1.56460)
C (-1.44985, -2.64577, 2.38159)
C (-2.03692, -3.49762, 3.37487)
C (-3.42505, -3.62374, 3.46246)
C (-3.99140, -4.42766, 4.43792)
C (-3.18303, -5.11254, 5.33512)
C (-1.80255, -4.99316, 5.25303)
C (-1.22978, -4.19115, 4.27932)
H (-4.04847, -3.08683, 2.75930)
H (-5.06784, -4.52108, 4.49839)
H (-3.62813, -5.73966, 6.09603)
H (-1.16990, -5.52797, 5.94911)
H (-0.15389, -4.09160, 4.21201)
C (2.21460, 2.72396, -3.95984)
S (1.28828, 1.76320, -2.75635)
C (-0.33804, 2.07151, -3.44532)
O (1.62174, 0.33367, -3.05147)
H (2.03472, 2.31503, -4.95487)
H (3.26952, 2.63301, -3.70790)
H (1.90954, 3.76921, -3.90742)
H (-0.33963, 1.84371, -4.50996)
H (-0.60622, 3.11324, -3.26917)
H (-1.03004, 1.41906, -2.91563)

=====

For reference, relative energy (zero: lowest compared OMol25 entry of this formula, charge and spin) by record: 112.07, 0.00 kJ/mol.